Density functional theory data (ωB97M-V/def2-TZVPD) for a molecular structure, C25H63F6N5O31S7V in a non-equilibrium geometry.

Each line ends with the Löwdin charge.
Element x y z (Å)
V1 -1.387 -2.239 1.995  0.888
S1 1.175 0.080 1.674  0.719
S2 5.624 -0.544 4.935  0.634
S3 -1.678 4.500 -6.344  0.630
S4 0.501 -0.902 -0.592  0.617
S5 -3.814 1.930 1.770  0.615
S6 2.801 4.800 -0.774  0.626
S7 0.787 -4.872 -6.431  0.617
F1 -2.022 -1.025 -1.236  0.122
F2 -0.772 1.125 3.049  0.146
F3 -0.721 -1.561 -2.873  0.175
F4 -0.391 2.186 1.179  0.149
F5 -1.032 -2.940 -1.206  0.139
F6 0.956 2.375 2.876  0.142
O1 3.599 3.665 -0.378  -0.284
O2 2.735 5.867 0.485  -0.261
O3 2.042 -5.334 -5.894  -0.275
O4 -1.243 -5.844 0.234  -0.141
O5 6.602 -1.260 4.153  -0.291
O6 -2.754 5.373 -5.939  -0.286
O7 -2.711 -2.306 1.094  -0.342
O8 2.261 0.600 0.853  -0.283
O9 5.306 0.857 4.143  -0.248
O10 1.688 -1.707 -0.854  -0.270
O11 -3.025 -0.788 7.134  0.053
O12 -2.567 3.282 5.734  0.067
O13 -0.697 -4.226 2.531  -0.302
O14 -1.298 3.682 -4.999  -0.268
O15 -3.998 1.128 7.276  0.062
O16 -1.794 -1.714 3.467  -0.325
O17 0.299 -5.151 -7.768  -0.292
O18 3.132 5.571 -1.933  -0.273
O19 2.911 -0.958 -4.051  0.094
O20 -2.014 5.353 5.891  0.063
O21 -3.522 3.033 2.661  -0.283
O22 -5.351 1.494 2.082  -0.252
O23 2.662 0.929 -5.052  0.030
O24 1.736 -0.470 2.899  -0.280
O25 5.919 -0.137 6.291  -0.293
O26 -3.024 0.728 1.790  -0.287
O27 0.518 0.455 -1.088  -0.313
O28 -3.784 -7.350 -0.372  0.074
O29 -2.834 -7.238 -2.314  0.045
O30 -1.889 3.598 -7.469  -0.297
O31 0.820 -3.281 -6.303  -0.257
N1 -0.037 -1.000 0.959  -0.318
N2 2.984 0.244 -4.090  -0.435
N3 -1.802 4.205 5.561  -0.438
N4 -3.532 0.211 6.648  -0.437
N5 -3.395 -6.761 -1.355  -0.461
C1 -0.519 1.857 -3.693  -0.056
C2 5.232 0.802 2.726  -0.276
C3 1.056 4.402 -0.853  -0.096
C4 -0.147 -5.978 -0.667  -0.147
C5 1.721 -4.208 2.115  -0.048
C6 -0.228 -2.529 -6.922  -0.274
C7 0.564 -4.487 3.098  -0.513
C8 -3.755 -5.325 -1.446  0.032
C9 -0.245 -1.133 -6.358  -0.067
C10 4.055 -1.420 4.854  -0.121
C11 -3.627 0.239 5.151  0.032
C12 3.350 0.948 -2.832  0.052
C13 -4.046 2.631 0.105  -0.084
C14 -0.375 2.593 -5.028  -0.269
C15 0.144 1.563 2.220  -0.686
C16 2.823 5.278 1.803  -0.274
C17 -0.448 -5.237 -5.166  -0.115
C18 0.743 -3.549 4.311  -0.076
C19 -0.507 3.915 4.881  0.048
C20 -0.097 5.376 -6.561  -0.108
C21 -5.831 -0.919 2.355  -0.058
C22 4.172 5.711 2.341  -0.069
C23 -0.908 -1.680 -1.582  -0.678
C24 -5.767 0.273 1.434  -0.279
C25 4.650 2.101 2.175  -0.062
H1 -4.355 1.810 -0.540  0.060
H2 3.979 -1.762 3.824  0.053
H3 0.328 1.187 -3.571  0.053
H4 0.869 3.537 -1.491  0.049
H5 -0.845 -0.484 -7.001  0.083
H6 -0.445 -6.287 -4.879  0.073
H7 -4.193 -4.986 -0.514  0.098
H8 3.240 -0.744 5.102  0.070
H9 4.571 -0.042 2.504  0.098
H10 -4.903 3.289 0.220  0.073
H11 0.048 4.843 4.982  0.095
H12 -0.582 -1.008 -5.331  0.061
H13 -0.129 -2.517 -8.007  0.121
H14 -0.292 -4.617 -4.287  0.063
H15 -0.689 3.788 3.819  0.079
H16 2.628 -4.055 2.706  0.068
H17 -4.569 0.693 4.849  0.094
H18 4.012 -2.248 5.557  0.074
H19 1.585 -3.300 1.523  0.053
H20 -6.775 0.461 1.051  0.122
H21 0.203 5.922 -5.672  0.073
H22 -6.313 -1.751 1.842  0.087
H23 0.013 -3.829 5.074  0.082
H24 3.610 2.148 2.516  0.055
H25 0.656 -2.481 4.118  0.045
H26 4.307 5.548 3.412  0.085
H27 -0.254 6.077 -7.380  0.068
H28 0.683 2.869 -5.086  0.109
H29 4.504 2.017 1.101  0.061
H30 -0.548 1.940 -5.885  0.109
H31 0.633 4.634 -6.874  0.065
H32 0.532 -5.149 -0.443  0.063
H33 4.949 5.216 1.761  0.075
H34 4.336 1.382 -2.991  0.108
H35 -2.843 -4.774 -1.660  0.073
H36 0.555 5.262 -1.290  0.077
H37 -1.434 1.266 -3.740  0.085
H38 -3.606 -0.783 4.790  0.069
H39 1.712 -3.746 4.783  0.067
H40 5.118 3.019 2.518  0.072
H41 0.666 4.136 0.127  0.055
H42 1.928 -5.010 1.405  0.066
H43 4.314 6.783 2.201  0.080
H44 6.154 0.550 2.195  0.121
H45 -0.596 2.595 -2.898  0.067
H46 3.267 0.241 -2.014  0.086
H47 -4.859 -1.220 2.742  0.061
H48 -6.458 -0.660 3.211  0.085
H49 0.741 -0.666 -6.437  0.076
H50 -0.405 -5.844 -1.721  0.057
H51 0.584 -5.506 3.494  0.136
H52 -0.111 3.037 5.380  0.108
H53 -0.954 -5.205 0.909  0.026
H54 -1.450 -5.075 -5.566  0.063
H55 2.750 4.190 1.833  0.083
H56 -1.209 -2.976 -6.732  0.113
H57 -2.814 0.855 4.775  0.075
H58 0.341 -6.935 -0.475  0.084
H59 -3.138 3.111 -0.246  0.067
H60 2.691 1.798 -2.673  0.082
H61 1.953 5.641 2.353  0.120
H62 -5.229 0.114 0.497  0.105
H63 -4.440 -5.185 -2.281  0.096

Properties
Net charge: -1
Kohn-Sham gap (eV): 8.61
DFT total energy (eV): -215696.7298

***

Density functional theory data (ωB97M-V/def2-TZVPD) for a molecular structure, C25H64AlN2O9 in a non-equilibrium geometry.

Each line ends with the Löwdin charge.
Element x y z (Å)
Al1 -1.813 -2.664 -2.270  0.289
O1 5.283 3.659 3.055  -0.061
O2 -4.140 -6.150 0.208  -0.061
O3 4.276 2.178 -1.618  -0.055
O4 0.376 -0.162 -4.806  -0.063
O5 -5.227 -5.589 -3.989  -0.028
O6 -6.643 0.894 2.186  -0.061
O7 8.003 3.383 0.954  -0.068
O8 -3.953 -3.926 -3.757  -0.178
O9 -6.431 -2.351 -0.128  0.010
N1 -4.745 -2.596 1.367  0.065
N2 -4.166 -5.141 -4.287  -0.116
C1 0.779 0.898 -3.947  -0.498
C2 -2.229 -2.128 1.200  -0.217
C3 4.348 4.734 2.941  -0.498
C4 5.064 6.064 3.109  -0.057
C5 9.159 4.185 0.743  -0.498
C6 -4.873 -7.843 1.773  -0.067
C7 -5.398 -1.893 0.370  -0.515
C8 5.520 4.053 -0.742  -0.067
C9 -8.628 -0.310 1.511  -0.057
C10 10.411 3.319 0.742  -0.060
C11 -8.028 0.707 2.469  -0.495
C12 -1.943 -3.508 0.607  -0.304
C13 -3.732 -8.453 -0.385  -0.060
C14 5.438 2.978 -1.817  -0.485
C15 6.680 2.099 -1.831  -0.062
C16 -4.874 -0.561 -0.092  -0.010
C17 9.240 5.280 1.796  -0.056
C18 -2.580 -3.765 -0.761  -0.305
C19 -8.761 2.040 2.403  -0.071
C20 -3.834 -7.431 0.739  -0.498
C21 -2.604 -3.421 -4.016  -0.271
C22 3.233 4.559 3.961  -0.060
C23 -3.532 -2.062 1.990  -0.210
C24 -0.151 2.089 -4.118  -0.067
C25 2.228 1.282 -4.212  -0.068
H1 -2.142 -1.367 0.424  0.076
H2 2.489 5.353 3.876  0.080
H3 -9.818 1.924 2.650  0.074
H4 -4.994 -6.203 -0.236  0.101
H5 2.560 2.068 -3.534  0.059
H6 3.640 4.575 4.977  0.079
H7 2.736 3.600 3.822  0.082
H8 -8.318 2.757 3.096  0.073
H9 -4.648 -3.572 1.120  0.111
H10 -3.666 -3.673 -0.736  0.029
H11 0.684 0.506 -2.934  0.138
H12 6.794 1.587 -0.874  0.077
H13 2.347 1.633 -5.243  0.075
H14 -4.638 0.127 0.716  0.066
H15 -3.462 -9.440 -0.004  0.074
H16 5.528 6.126 4.098  0.081
H17 5.594 3.603 0.248  0.059
H18 -1.182 1.792 -3.921  0.077
H19 -9.682 -0.488 1.736  0.077
H20 7.582 2.687 -2.012  0.074
H21 -1.992 -4.230 -4.419  0.034
H22 -8.548 0.043 0.479  0.086
H23 0.116 2.902 -3.440  0.074
H24 -2.861 -7.326 1.223  0.137
H25 -5.862 -7.908 1.311  0.079
H26 5.858 6.162 2.368  0.065
H27 -8.072 0.319 3.488  0.135
H28 -2.373 -4.808 -1.014  0.041
H29 -4.932 -7.100 2.569  0.076
H30 -8.093 -1.257 1.565  0.071
H31 -2.678 -2.662 -4.798  0.036
H32 -2.258 -1.090 -2.211  -0.090
H33 -4.687 -8.535 -0.912  0.081
H34 10.102 5.928 1.631  0.079
H35 5.316 3.447 -2.796  0.136
H36 10.530 2.823 1.708  0.081
H37 -6.567 1.231 1.288  0.073
H38 -0.104 2.465 -5.145  0.074
H39 -1.438 -1.895 1.923  0.103
H40 2.880 0.418 -4.083  0.080
H41 11.306 3.913 0.547  0.078
H42 -0.191 -2.704 -2.301  -0.099
H43 -2.201 -4.266 1.364  0.092
H44 -5.624 -0.130 -0.750  0.083
H45 5.658 3.696 3.940  0.082
H46 -0.860 -3.594 0.474  0.086
H47 4.357 1.750 -0.760  0.092
H48 9.323 4.841 2.794  0.082
H49 8.079 2.967 1.819  0.091
H50 0.444 0.141 -5.716  0.078
H51 4.616 4.666 -0.759  0.079
H52 -3.375 -2.678 2.880  0.109
H53 9.030 4.637 -0.243  0.134
H54 -4.634 -8.812 2.216  0.073
H55 4.376 6.903 2.997  0.080
H56 -3.977 -0.702 -0.699  0.037
H57 6.385 4.701 -0.889  0.074
H58 -3.738 -1.059 2.362  0.105
H59 -2.984 -8.142 -1.114  0.081
H60 10.336 2.542 -0.019  0.078
H61 8.336 5.890 1.782  0.067
H62 6.594 1.338 -2.608  0.078
H63 3.934 4.671 1.935  0.129
H64 -8.686 2.464 1.398  0.079

Properties
Net charge: -1
Kohn-Sham gap (eV): 6.52
DFT total energy (eV): -54965.9519

***

Which value of net charge does entry 1 give? -1

***

What is the net charge in the first record? -1

***

What is the net charge in the first record? -1